(1)
ORCA calculation (ωB97M-V/def2-TZVPD) on 12 unconnected molecules or ions with the total composition C41H103O38P7.

- energy above the lowest of the compared OMol25 structures with the same formula, charge and spin (eV) = 0.0000
- structure (SMILES) = COP(=O)(OC)OC.COP(=O)(OC)OC.COP(=O)(OC)OC.COP(=O)(OC)OC.COP(=O)(OC)OC.COP(=O)(OC)OC.COP(=O)(OC)OC.CCOC(C)=O.CCOC(C)=O.CCOC(C)=O.CCOC(C)=O.CCOC(C)=O
- calculated total energy (a.u.) = -6873.21227
- HOMO energy (eV) = -10.08
- total charge = 0

Structure (XYZ):
```
189
C41H103O38P7 | OMol25 | ωB97M-V/def2-TZVPD
C 15.77163 6.10413 -19.03608
O 15.74914 4.76162 -18.63015
P 14.34960 4.12254 -18.15951
O 13.87667 4.82735 -16.97789
O 13.40508 4.15990 -19.42640
C 13.83579 3.46919 -20.60016
O 14.72298 2.61247 -18.03176
C 15.57452 2.12360 -16.89758
H 14.87289 6.49259 -19.51968
H 16.59810 6.28461 -19.73092
H 15.99354 6.74554 -18.17629
H 13.43107 2.45718 -20.67017
H 14.91501 3.44529 -20.70298
H 13.34813 3.98186 -21.43074
H 16.40683 2.83222 -16.89296
H 15.83872 1.14049 -17.24573
H 15.02331 2.20674 -15.96874
C 16.41848 -2.02465 -10.54706
O 16.70438 -1.88942 -9.15565
P 17.26435 -3.18705 -8.41339
O 18.23342 -3.97410 -9.16528
O 15.98818 -3.92364 -7.83095
C 14.66689 -3.83474 -8.41046
O 17.90369 -2.59509 -7.09392
C 17.28897 -1.47113 -6.45073
H 17.02000 -1.25554 -11.02623
H 15.34296 -1.93064 -10.69667
H 16.66505 -2.95329 -11.07180
H 13.97457 -3.39896 -7.66937
H 14.16758 -4.79684 -8.56277
H 14.66379 -3.21918 -9.30221
H 17.58131 -0.51242 -6.86477
H 17.66229 -1.51119 -5.42274
H 16.21389 -1.63151 -6.35159
C 11.77545 -8.56135 -11.02903
O 10.79243 -7.97710 -10.17869
P 11.02133 -6.74293 -9.22454
O 12.42379 -6.36264 -9.17750
O 10.40505 -7.25216 -7.88677
C 8.98406 -7.63926 -7.82456
O 10.06163 -5.59929 -9.72277
C 10.42657 -4.97015 -10.96819
H 11.28187 -8.76449 -11.97363
H 12.08551 -9.50209 -10.57083
H 12.67098 -7.94806 -11.10948
H 8.36716 -6.76927 -7.61609
H 8.98001 -8.41843 -7.07217
H 8.66304 -8.03779 -8.78954
H 11.24668 -5.48392 -11.47687
H 10.68293 -3.93634 -10.77918
H 9.56547 -5.10957 -11.62274
C 18.93864 4.18655 -18.96004
O 18.52575 2.79589 -19.17118
P 19.35102 1.66251 -18.49081
O 19.00820 1.26786 -17.11423
O 19.29113 0.45746 -19.52550
C 18.35717 -0.61987 -19.42437
O 20.85180 2.15377 -18.60101
C 21.92190 1.17261 -18.71299
H 19.83213 4.23858 -18.34982
H 18.12375 4.79121 -18.59210
H 19.17248 4.46559 -19.98808
H 18.04743 -0.86521 -20.44726
H 17.51117 -0.50702 -18.75514
H 18.87779 -1.55967 -19.18564
H 22.35153 1.31580 -19.70024
H 21.52198 0.16458 -18.64960
H 22.63831 1.36044 -17.92259
C 16.17913 -7.82915 -12.91199
O 16.45647 -6.44446 -12.74424
P 17.05918 -5.57749 -13.90895
O 18.08532 -6.19727 -14.72764
O 15.75157 -5.09829 -14.65691
C 15.08964 -5.83933 -15.62502
O 17.48593 -4.20753 -13.28743
C 18.82047 -4.00039 -12.86698
H 15.55225 -8.17752 -12.10374
H 17.13710 -8.36171 -12.84202
H 15.83025 -8.09517 -13.91131
H 14.45766 -5.17876 -16.24357
H 14.23957 -6.46374 -15.30039
H 15.74353 -6.37505 -16.29908
H 18.91689 -3.85707 -11.79102
H 19.10454 -3.03668 -13.30542
H 19.62132 -4.65304 -13.21262
C 12.22775 -7.02661 -18.48752
O 10.85142 -7.02186 -18.08297
P 10.31100 -7.63571 -16.72168
O 9.01043 -7.14622 -16.36757
O 10.41545 -9.20425 -16.94417
C 9.46094 -9.82840 -17.82058
O 11.49992 -7.40638 -15.71655
C 11.43358 -6.52100 -14.57169
H 12.65010 -6.03727 -18.32328
H 12.29029 -7.30954 -19.54052
H 12.83075 -7.79840 -17.99460
H 9.52672 -10.89272 -17.60950
H 9.70411 -9.66030 -18.87221
H 8.43418 -9.49916 -17.66667
H 11.40961 -5.47061 -14.87097
H 12.36207 -6.75490 -14.04301
H 10.60709 -6.73022 -13.88886
C 19.97321 -4.90526 -16.81970
O 21.17932 -4.53349 -16.18597
P 22.19025 -3.54182 -16.88459
O 22.84913 -4.07627 -18.05083
O 21.32390 -2.26398 -17.20310
C 20.56637 -1.54318 -16.21645
O 23.16339 -3.13244 -15.72202
C 23.16910 -3.73912 -14.44222
H 19.81385 -5.98468 -16.77765
H 19.98947 -4.78405 -17.91022
H 19.17533 -4.39628 -16.29340
H 19.52208 -1.78811 -16.38327
H 20.70798 -0.47798 -16.37882
H 20.96987 -1.76328 -15.22766
H 24.18177 -3.85172 -14.06073
H 22.72925 -4.73520 -14.47355
H 22.61813 -3.12577 -13.72640
O 11.59168 -3.45449 -20.91179
C 10.44662 -3.21308 -20.76400
O 9.85046 -2.72709 -19.67036
C 10.64015 -2.50193 -18.51038
C 11.34823 -1.11153 -18.64882
C 9.43171 -3.43480 -21.86406
H 11.42847 -3.19118 -18.20109
H 9.94764 -2.45943 -17.66665
H 12.16658 -1.34447 -19.33422
H 11.76516 -0.82523 -17.69238
H 10.67773 -0.35550 -19.03740
H 8.44445 -3.68085 -21.49027
H 9.86482 -4.17042 -22.52914
H 9.30450 -2.46759 -22.36066
O 15.31387 -0.39548 -15.19962
C 15.69389 -1.48753 -14.97792
O 15.07502 -2.34758 -14.18687
C 13.79698 -2.05064 -13.60619
C 13.14270 -3.39935 -13.34141
C 17.02204 -1.99759 -15.44888
H 13.25503 -1.59794 -14.42599
H 13.81673 -1.47410 -12.68634
H 13.67665 -3.97476 -12.57595
H 13.17353 -4.03152 -14.22771
H 12.12983 -3.24491 -12.96228
H 17.25922 -1.33815 -16.27881
H 16.98628 -3.04800 -15.71241
H 17.67433 -1.81735 -14.59441
O 18.07710 -5.45516 -21.28378
C 17.16371 -5.89764 -20.69626
O 16.18964 -5.14044 -20.19843
C 16.10129 -3.81000 -20.63259
C 15.01737 -3.01121 -19.94161
C 16.86971 -7.34634 -20.49928
H 16.03091 -3.82532 -21.72693
H 17.02026 -3.22593 -20.49717
H 14.03042 -3.47617 -19.94065
H 14.90725 -1.99761 -20.30639
H 15.38123 -3.07920 -18.90998
H 16.52672 -7.58616 -19.49582
H 17.81326 -7.86397 -20.65932
H 16.09116 -7.71892 -21.16122
O 13.37149 4.71879 -12.26288
C 13.40375 4.15606 -11.22925
O 14.29525 3.24623 -10.85999
C 15.22517 2.84497 -11.85498
C 14.80359 1.59847 -12.59439
C 12.41775 4.39431 -10.11364
H 16.17512 2.76570 -11.33171
H 15.34529 3.64064 -12.59646
H 15.55627 1.23815 -13.29334
H 13.96852 1.73162 -13.28957
H 14.51557 0.88634 -11.81556
H 12.19931 5.46410 -10.04981
H 12.80895 4.15367 -9.13158
H 11.47917 3.93242 -10.41567
O 17.73282 5.33710 -14.06755
C 18.42326 4.88626 -13.21694
O 18.52565 3.57621 -12.99259
C 17.92830 2.70739 -13.98123
C 18.41954 1.32662 -13.61449
C 19.17264 5.74813 -12.23861
H 18.26036 2.98583 -14.98577
H 16.85460 2.88944 -14.03626
H 17.94449 0.53228 -14.18425
H 18.39306 1.07914 -12.54690
H 19.50728 1.35623 -13.75525
H 20.22914 5.63178 -12.53216
H 19.09791 5.44002 -11.20200
H 18.93787 6.78793 -12.41643
```

=====

(2)
ORCA calculation (ωB97M-V/def2-TZVPD) on a molecular structure, CH3F2N.

- energy above the lowest of the compared OMol25 structures with the same formula, charge and spin (eV) = 3.6527
- calculated total energy (a.u.) = -294.25112
- HOMO energy (eV) = -10.71
- total charge = 0

Structure (XYZ):
```
7
CH3F2N | OMol25 | ωB97M-V/def2-TZVPD
C 0.38986 0.38775 -0.03506
N -0.59858 -0.52579 0.58205
F -0.14863 1.58917 -0.02675
F -1.65055 -0.88117 -0.38860
H 0.79593 0.32721 -1.38773
H 1.37302 0.47882 0.37927
H -0.16105 -1.37599 0.87681
```